Computed, not measured: a cluster of 2 separate species, C10H20Si in total, with the ωB97M-V functional and the def2-TZVPD basis.

## Properties
2S+1	1
gap between HOMO and LUMO	8.1	eV
E_HOMO	-7.52	eV
structure (SMILES)	C=C=[Si](C)C.C=C(C)C(C)C
energy	-682.34352	a.u.

XYZ file:
```
31
Properties=species:S:1:pos:R:3:nbo_charge:R:1
Si -2.18 2.05 0.63 1.320
C -3.39 2.46 -0.84 -1.051
C 1.56 -0.74 -1.19 0.049
C 2.12 -1.51 -0.03 -0.250
C 3.17 -2.54 -0.37 -0.603
C -2.61 0.97 1.99 -0.599
C 0.94 -2.06 0.81 -0.607
C 1.62 0.56 -1.13 -0.415
C 0.79 -1.45 -2.28 -0.659
C -2.83 -0.11 2.73 -0.428
C -0.73 3.28 0.84 -1.108
H 0.48 -0.61 -2.93 0.216
H 0.12 -1.37 0.87 0.221
H -2.30 -1.02 2.75 0.203
H 0.84 1.12 -1.78 0.178
H 2.71 -3.44 -0.87 0.202
H -3.45 0.13 3.63 0.195
H -3.02 2.20 -1.75 0.236
H -4.40 2.02 -0.51 0.255
H 1.28 -2.21 -2.91 0.227
H 2.65 -0.78 0.60 0.194
H -0.83 4.01 1.63 0.250
H 3.59 -2.79 0.60 0.210
H -0.20 -1.88 -1.79 0.217
H -3.65 3.49 -0.65 0.239
H 1.30 -2.34 1.77 0.210
H 0.49 -2.96 0.44 0.201
H 0.27 2.67 1.05 0.249
H 4.00 -2.09 -1.02 0.215
H -0.39 3.87 0.06 0.241
H 2.06 1.09 -0.36 0.192
```

Computed, not measured: a structure of composition C36H34BiClN9O8S, with the ωB97M-V functional and the def2-TZVPD basis.

## Properties
charge	-1
2S+1	1
gap between HOMO and LUMO	6.0	eV
E_HOMO	-3.99	eV
energy	-3559.59940	a.u.

XYZ file:
```
90
Properties=species:S:1:pos:R:3:lowdin_charge:R:1
Bi 0.23 0.07 -0.61 1.887
Cl -0.70 1.00 2.98 0.840
S -3.85 -0.13 2.00 0.676
O -1.51 2.47 5.02 0.058
O 3.17 -1.57 -3.78 0.067
O 2.62 3.45 0.74 0.037
O -2.03 0.68 2.58 -0.662
O -0.91 1.27 -4.68 0.016
O 1.55 -1.19 -1.77 -0.286
O 0.11 1.01 5.59 0.064
O -0.24 2.23 2.44 -0.266
N -6.00 -1.66 2.59 -0.018
N 3.51 0.08 1.04 0.125
N -5.06 -1.99 0.44 -0.025
N 0.19 -0.07 3.03 -0.162
N -1.25 -1.22 -2.21 -0.019
N 1.98 1.68 -0.60 -0.052
N 0.24 1.09 -2.67 -0.062
N 1.25 -1.70 0.79 -0.196
N 1.81 -2.68 -0.01 0.046
C 2.02 2.44 -1.79 -0.222
C -5.02 -3.44 0.26 -0.247
C 3.08 4.15 -3.17 -0.107
C 3.18 -2.85 -3.37 -0.265
C -5.21 -1.28 1.57 -0.681
C 4.09 -0.76 1.90 -0.153
C -6.48 -3.09 4.50 -0.084
C 2.52 2.25 0.51 -0.496
C 2.98 3.45 -1.98 -0.030
C 3.27 -5.56 -2.68 -0.114
C 3.18 1.29 1.48 -0.212
C -0.88 -1.26 5.21 -0.042
C 3.83 -3.78 -4.19 -0.026
C 3.48 1.74 2.76 -0.013
C 0.65 -1.39 3.17 -0.264
C 3.87 -5.12 -3.85 -0.107
C -0.12 -1.93 4.29 -0.073
C 1.29 2.84 -4.07 -0.027
C -1.53 -0.47 -3.26 -0.183
C 1.16 2.14 -2.86 -0.207
C 4.04 0.85 3.66 -0.068
C 4.33 -0.44 3.22 -0.072
C 2.22 3.85 -4.22 -0.113
C 1.95 -2.33 -1.23 -0.443
C -1.09 0.22 5.57 -0.156
C -0.67 0.75 -3.59 -0.472
C 2.59 -3.29 -2.17 -0.082
C -2.96 -2.75 -2.81 -0.064
C -3.80 -4.06 0.94 -0.069
C -1.94 -2.34 -1.98 -0.123
C -0.85 1.31 4.60 -0.601
C -2.56 -0.80 -4.13 0.010
C 1.10 -2.10 2.06 -0.151
C -6.59 -2.93 2.99 -0.246
C -3.30 -1.95 -3.89 -0.046
C 2.65 -4.65 -1.85 -0.045
H 4.25 1.15 4.68 0.102
H 4.76 -1.17 3.89 0.096
H -2.75 -0.15 -4.97 0.117
H -4.11 -2.23 -4.55 0.108
H 2.18 -4.96 -0.93 0.101
H -6.00 -0.96 3.32 0.099
H 4.37 -5.82 -4.51 0.094
H -6.08 -3.75 2.51 0.081
H -7.00 -2.27 5.01 0.075
H 3.29 -6.61 -2.42 0.089
H 4.29 -3.41 -5.10 0.112
H -1.46 -1.90 5.87 0.075
H -5.94 -3.88 0.64 0.090
H 2.62 -1.06 -3.15 0.079
H 3.65 3.69 -1.17 0.100
H -7.65 -2.97 2.69 0.114
H -1.76 0.43 6.39 0.145
H -5.44 -3.07 4.80 0.081
H 0.63 2.59 -4.88 0.085
H -3.77 -5.14 0.80 0.077
H -4.39 -1.51 -0.15 0.085
H 3.27 2.77 3.02 0.113
H -3.81 -3.84 2.01 0.073
H -2.88 -3.62 0.54 0.056
H 3.82 4.93 -3.27 0.093
H -4.98 -3.63 -0.81 0.092
H 4.35 -1.73 1.49 0.104
H 2.29 4.38 -5.16 0.090
H 1.33 -3.15 2.24 0.115
H -0.98 3.22 4.73 0.113
H -6.93 -4.03 4.82 0.073
H -1.62 -2.93 -1.13 0.107
H -3.49 -3.68 -2.61 0.097
H -0.16 -3.01 4.35 0.099
```

Computed, not measured: an isolated molecule of C4H6F2OS, with the ωB97M-V functional and the def2-TZVPD basis.

## Properties
2S+1	1
gap between HOMO and LUMO	8.4	eV
E_HOMO	-8.72	eV
structure (SMILES)	CC(F)(F)COC=S
energy	-829.04244	a.u.

XYZ file:
```
14
Properties=species:S:1:pos:R:3:nbo_charge:R:1
S 2.50 0.05 -1.45 -0.146
F -0.11 -0.02 -1.67 -0.352
F -1.16 1.73 -0.55 -0.322
O 1.21 -0.77 0.92 -0.499
C 0.52 0.56 0.64 -0.133
C -0.63 0.53 -0.47 0.671
C -1.90 -0.35 -0.12 -0.689
C 2.32 -0.93 0.09 0.134
H -2.57 -0.28 -1.03 0.252
H -2.69 0.30 0.69 0.208
H 2.90 -1.78 0.52 0.204
H 0.10 0.71 1.52 0.191
H -1.65 -1.29 0.51 0.243
H 1.16 1.52 0.42 0.238
```